(1)
# C37H47Br27F5IN3O6S

C37H47Br27F5IN3O6S as an isolated structure (ωB97M-V with the def2-TZVPD basis set, the Open Molecules 2025 dataset).

Output
E_LUMO, eV: -4.28
E, a.u.: -72746.9243
Total charge: +1
HOMO-LUMO gap, eV: 6.5

```
127
C37H47Br27F5IN3O6S | the Open Molecules 2025 dataset | ωB97M-V with the def2-TZVPD basis set
C 4.03611 3.73798 3.04443
C 4.75616 2.61921 3.27695
C 4.41698 1.29856 2.73115
O 4.79432 0.29331 3.27001
O 3.58642 1.24335 1.64297
C 4.25794 1.69088 0.44879
C 3.74280 0.89329 -0.73754
C 2.85785 1.67435 -1.69399
C 1.66328 2.38786 -1.02558
C 0.53273 2.61270 -2.02919
C -0.38732 1.40031 -2.26150
C -1.15423 0.87791 -1.04508
C -2.57752 1.44064 -0.89024
C -3.44949 1.47015 -2.17571
S -2.28528 3.19486 -0.39724
O -3.34692 0.90907 0.17300
C -3.28711 -0.47204 0.51291
C -4.45795 -1.15443 -0.24045
N -4.87534 -2.43221 0.31432
C -6.34772 -2.54608 0.42394
C -3.63914 -0.45203 2.05077
F -4.98119 -0.50695 2.17558
F -3.10023 -1.49375 2.71738
C -3.20368 0.82211 2.77383
C -4.13315 1.54227 3.51637
C -3.76543 2.69586 4.20542
C -2.46960 3.18231 4.15760
C -1.53992 2.44906 3.42199
C -0.13407 2.96714 3.36055
F 0.70514 2.06074 2.84111
F 0.31929 3.37634 4.54244
F -0.07525 4.03768 2.53312
C -1.89828 1.28942 2.75905
C -1.91859 -1.14923 0.32525
N -1.97401 -2.53851 0.43285
N -1.09374 -0.63814 -0.89611
I -1.74498 -1.54456 -2.71635
C 0.35363 -0.99523 -0.62662
C 1.08149 -1.87376 -1.62329
O 1.76131 -1.45815 -2.52132
O 0.99327 -3.20139 -1.34772
C 1.26646 -4.02382 -2.46338
C 2.64969 -4.56497 -2.61666
O 0.39174 -4.30404 -3.21932
H 3.74944 4.37618 3.88533
H 3.74565 4.09906 2.06431
H 5.61724 2.68090 3.94713
H 4.06866 2.75603 0.31322
H 5.33452 1.52689 0.56881
H 4.61664 0.53081 -1.27649
H 3.23544 0.00076 -0.37816
H 3.46772 2.42551 -2.19286
H 2.48521 1.02301 -2.48468
H 1.38665 1.86970 -0.10521
H 2.00998 3.36633 -0.70511
H 1.02177 2.76922 -2.99053
H 0.00673 3.53500 -1.82368
H -1.04455 1.68342 -3.07500
H 0.26977 0.65323 -2.69468
H -0.60495 1.22426 -0.16779
H -4.37382 0.92015 -2.04949
H -3.74701 2.48170 -2.41039
H -2.96793 1.08415 -3.06657
H -3.53920 3.66508 -0.45705
H -4.27751 -1.19157 -1.31589
H -5.28329 -0.46298 -0.10455
H -4.58429 -3.19319 -0.28294
H -6.65259 -2.15314 1.38662
H -6.82696 -2.00368 -0.40321
H -6.62346 -3.59106 0.33995
H -5.15960 1.23583 3.60748
H -4.48932 3.23516 4.79518
H -2.19461 4.08817 4.66774
H -1.11492 0.79429 2.20885
H -1.32585 -0.81966 1.17555
H -2.56395 -3.01458 -0.23096
H -1.08804 -2.99399 0.58209
H 0.45337 -1.50043 0.32842
H 0.95819 -0.10359 -0.53548
H 2.99634 -4.37281 -3.62143
H 3.32024 -4.17741 -1.86085
H 2.55033 -5.64095 -2.51416
C -0.26545 1.62956 -6.76075
Br -0.27133 3.50678 -6.33978
Br 0.35839 1.28990 -8.54426
Br 0.73334 0.62327 -5.45410
H -1.28870 1.28637 -6.70887
C -3.97569 -6.55015 -1.77633
Br -2.49720 -7.77402 -1.70473
Br -5.05146 -6.62646 -0.18770
Br -3.38605 -4.74504 -2.13952
H -4.59947 -6.85030 -2.60591
C 8.85554 4.53648 5.20198
Br 8.57117 5.63609 6.75680
Br 7.19244 4.08860 4.34253
Br 10.09207 5.34416 3.97079
H 9.29626 3.61117 5.53895
C -7.35234 -9.57194 1.72800
Br -6.95996 -7.84572 2.50077
Br -9.18069 -9.68569 1.14842
Br -6.12735 -10.03072 0.31520
H -7.21848 -10.30315 2.51113
C 11.25283 -1.55128 3.00130
Br 11.40687 -1.08238 4.86080
Br 9.48867 -1.23171 2.29584
Br 12.60294 -0.69020 1.93479
H 11.42792 -2.61488 2.93821
C -3.05822 -2.87883 -6.79701
Br -4.58186 -4.04497 -6.82830
Br -3.55524 -1.06403 -6.36482
Br -1.69575 -3.52074 -5.59823
H -2.63522 -2.86815 -7.79132
C 4.56141 7.80853 4.83512
Br 3.77676 9.55527 5.01018
Br 3.20948 6.42989 4.86158
Br 5.66996 7.69416 3.26942
H 5.19411 7.65257 5.69694
C 8.38565 0.36958 -1.72902
Br 9.69247 -1.01865 -1.49671
Br 7.33396 0.09599 -3.31823
Br 7.25194 0.59515 -0.17806
H 8.92460 1.29647 -1.85827
C -10.15824 -0.73558 -1.66978
Br -8.29772 -1.22794 -1.85953
Br -10.86331 0.04389 -3.28124
Br -11.21221 -2.22600 -1.07366
H -10.20535 0.02073 -0.90061
```

Atomic partial charges in e from the Löwdin method, atoms 1 to 99: 0.03, -0.13, -0.51, 0.14, -0.04, -0.21, -0.17, -0.19, -0.18, -0.19, -0.22, -0.32, -0.69, -0.07, 0.93, -0.09, -0.26, -0.17, -0.10, -0.12, -0.40, 0.10, 0.13, -0.09, 0.01, -0.03, 0.01, -0.11, -0.59, 0.13, 0.16, 0.12, 0.03, -0.31, 0.14, -0.33, 1.29, -0.06, -0.52, 0.13, 0.08, -0.46, 0.05, 0.09, -0.06, 0.08, -0.05, 0.12, -0.02, 0.07, 0.11, 0.13, 0.09, 0.10, 0.12, 0.10, 0.08, 0.09, 0.02, 0.12, 0.08, 0.06, 0.03, -0.09, 0.07, 0.12, 0.00, 0.08, -0.09, 0.07, 0.12, 0.11, 0.13, 0.11, 0.14, -0.01, 0.11, 0.15, 0.11, 0.10, 0.09, 0.10, -1.64, 0.59, 0.60, 0.63, -0.06, -1.59, 0.61, 0.56, 0.59, -0.02, -1.61, 0.58, 0.71, 0.58, -0.03, -1.63, 0.55

(2)
# C36H44N6O2SSi2Ta

C36H44N6O2SSi2Ta as an isolated structure (ωB97M-V with the def2-TZVPD basis set, the Open Molecules 2025 dataset).

Output
E_LUMO, eV: -3.33
E, a.u.: -2911.4053
Energy above the lowest of the compared OMol25 structures with the same formula, charge and spin, kJ/mol: 16.8
Total charge: +1
HOMO-LUMO gap, eV: 7.2

```
92
C36H44N6O2SSi2Ta | the Open Molecules 2025 dataset | ωB97M-V with the def2-TZVPD basis set
Ta 0.58479 -0.17777 0.09643
O 0.34681 -1.35346 1.56667
C 0.66745 -1.82845 2.77369
C -0.20009 -2.66439 3.45866
C 0.14073 -3.07945 4.73605
C 1.33757 -2.67597 5.32582
C 2.20804 -1.87409 4.61335
C 1.88287 -1.43882 3.32669
C 2.85450 -0.64600 2.58147
N 2.70389 -0.03939 1.46398
C 3.93589 0.61009 0.96879
C 4.25799 0.10293 -0.41925
N 3.07912 0.39197 -1.20142
C 3.19249 0.62612 -2.44109
C 2.06396 1.02637 -3.28581
C 2.25446 1.28496 -4.63989
C 1.20645 1.72678 -5.43131
C -0.04288 1.93918 -4.85917
C -0.25331 1.69051 -3.50962
C 0.79716 1.21743 -2.74243
O 0.59551 0.90906 -1.44551
H -1.12338 -2.97268 2.98944
H -0.53455 -3.72834 5.27890
H 1.59076 -2.99994 6.32556
H 3.15296 -1.56917 5.04910
H 3.83367 -0.59369 3.06044
H 4.77254 0.42354 1.64340
H 3.75291 1.68597 0.93844
H 4.40742 -0.97463 -0.38669
H 5.16744 0.56890 -0.81009
H 4.16966 0.57988 -2.93452
H 3.24055 1.14205 -5.06744
H 1.36292 1.91746 -6.48410
H -0.86033 2.30624 -5.46620
H -1.21818 1.86106 -3.04698
N 2.54989 -3.46516 -2.65737
C 1.68009 -2.77765 -1.88540
S 2.16506 -2.30757 -0.30558
N 0.48818 -2.57914 -2.36928
N -0.27099 -1.73108 -1.60051
C -1.52823 -1.79600 -1.84593
C -2.18411 -2.77698 -2.74525
C -3.06647 -3.69597 -2.18962
C -3.69402 -4.63507 -2.99810
C -3.44738 -4.64647 -4.36208
C -2.57248 -3.72041 -4.91938
C -1.93535 -2.79127 -4.11414
C -2.31672 -0.70790 -1.27030
C -3.63302 -0.48093 -1.64065
C -4.24415 0.70168 -1.26706
C -3.51013 1.63294 -0.55687
C -2.21658 1.31438 -0.19309
N -1.63028 0.15279 -0.50739
H 3.37654 -3.84719 -2.23471
H 2.18886 -3.89920 -3.49173
H -3.25745 -3.68525 -1.12189
H -4.37365 -5.35441 -2.56056
H -3.93574 -5.37711 -4.99358
H -2.38225 -3.72845 -5.98479
H -1.24396 -2.07646 -4.54131
H -4.14642 -1.21210 -2.24714
H -5.26598 0.90560 -1.55933
H -3.92512 2.59157 -0.27883
H -1.61245 2.01930 0.34846
C -2.50092 -0.42563 2.43862
Si -1.37346 1.05094 2.78790
C -2.54736 2.49639 3.00442
C -0.63140 0.79904 4.48327
C 0.12710 1.31528 1.60908
Si 0.70488 3.11567 1.32467
C 1.78941 3.50723 2.79288
C 1.71837 3.42009 -0.21582
C -0.62486 4.42311 1.23040
H -2.70641 -0.91909 3.39285
H -2.09620 -1.17746 1.76341
H -3.46005 -0.09538 2.03020
H -3.40186 2.12672 3.58141
H -2.93915 2.94379 2.09222
H -2.08784 3.29376 3.59042
H -1.39406 0.45524 5.18790
H -0.22912 1.74124 4.86808
H 0.17871 0.06693 4.48821
H 0.89467 0.96504 2.30835
H 2.65676 2.84072 2.83995
H 1.23524 3.38799 3.72930
H 2.15893 4.53563 2.75505
H 2.43654 2.63507 -0.44247
H 2.27167 4.35530 -0.08393
H 1.07915 3.53968 -1.09425
H -1.16712 4.55576 2.16351
H -1.35638 4.25842 0.43322
H -0.11872 5.36776 1.00923
```

Now the Löwdin charges, all in e: 1.79, -0.38, -0.34, 0.00, -0.04, -0.06, -0.02, -0.16, -0.08, -0.07, -0.18, -0.23, -0.05, -0.07, -0.13, -0.02, -0.07, -0.06, 0.00, -0.29, -0.31, 0.12, 0.12, 0.11, 0.12, 0.14, 0.12, 0.10, 0.07, 0.13, 0.14, 0.12, 0.11, 0.11, 0.12, 0.10, -0.83, 0.75, 0.02, -0.03, -0.18, -0.20, -0.04, -0.07, -0.07, -0.06, -0.03, -0.19, 0.03, -0.01, -0.02, -0.15, 0.01, 0.09, 0.11, 0.12, 0.11, 0.11, 0.11, 0.12, 0.13, 0.12, 0.12, 0.05, -0.17, 0.46, -0.18, -0.15, -0.48, 0.42, -0.17, -0.17, -0.17, 0.04, 0.00, 0.04, 0.05, 0.02, 0.03, 0.05, 0.04, 0.02, -0.02, 0.03, 0.03, 0.04, -0.01, 0.05, 0.04, 0.02, 0.03, 0.05